## i
Below is the molecule C8H8N2O2, with properties calculated with the ωB97M-V functional and the def2-TZVPD basis.

Each line ends with the Löwdin charge.
Element x y z (Å)
C  -2.62  0.38  0.08  -0.073
C  -2.13  1.36  -0.78  -0.073
C  -1.74  -0.46  0.74  -0.022
C  -0.77  1.51  -0.97  -0.022
C  -0.38  -0.31  0.56  -0.163
C  0.11  0.67  -0.30  -0.163
C  0.67  -1.16  1.21  -0.022
C  1.60  0.72  -0.43  -0.022
N  1.68  -1.55  0.23  -0.226
N  2.13  -0.64  -0.57  -0.226
O  2.07  -2.74  0.19  -0.003
O  3.00  -0.87  -1.44  -0.003
H  -3.68  0.27  0.22  0.105
H  -2.82  2.01  -1.30  0.105
H  -2.12  -1.23  1.40  0.116
H  -0.39  2.26  -1.65  0.116
H  1.16  -0.60  2.02  0.147
H  0.26  -2.08  1.63  0.141
H  1.93  1.27  -1.31  0.141
H  2.04  1.18  0.46  0.147

## Properties
**E_LUMO**: 0.63 eV
**HOMO level**: -8.21 eV
**Multiplicity**: 1
**Orbital gap**: 0.3248 hartree



## ii
Below is the molecule C8H8N2O2, with properties calculated with the ωB97M-V functional and the def2-TZVPD basis.

Each line ends with the Löwdin charge.
Element x y z (Å)
C  1.81  1.36  0.73  -0.056
C  2.46  0.17  1.04  -0.072
C  0.64  1.35  -0.01  -0.034
C  1.95  -1.02  0.59  -0.001
C  0.10  0.15  -0.48  -0.171
C  0.78  -1.05  -0.18  -0.217
C  -1.19  0.16  -1.24  -0.135
C  -2.38  0.52  -0.33  -0.202
N  0.34  -2.22  -0.79  0.000
N  -2.70  -0.63  0.49  -0.053
O  0.70  -3.30  -0.34  0.009
O  -2.72  -0.47  1.69  0.015
H  2.22  2.30  1.07  0.107
H  3.36  0.19  1.63  0.106
H  0.14  2.27  -0.24  0.117
H  2.44  -1.97  0.79  0.114
H  -1.13  0.91  -2.03  0.122
H  -1.36  -0.82  -1.68  0.106
H  -2.19  1.42  0.26  0.118
H  -3.26  0.66  -0.96  0.125

## Properties
**E_LUMO**: -0.89 eV
**HOMO level**: -9.02 eV
**SMILES**: O=NCCc1ccccc1N=O
**Multiplicity**: 1
**Orbital gap**: 0.2985 hartree



## iii
Below is the molecule C8H8N2O2, with properties calculated with the ωB97M-V functional and the def2-TZVPD basis.

Each line ends with the Löwdin charge.
Element x y z (Å)
C  -2.00  0.12  -0.16  -0.177
C  -1.57  1.46  -0.17  -0.037
C  -0.24  1.81  -0.17  -0.023
C  0.72  0.73  -0.11  -0.206
C  2.81  -0.48  0.10  -0.123
C  1.59  -1.47  0.24  -0.105
C  0.30  -0.65  0.01  -0.098
C  -1.12  -0.99  -0.24  0.090
H  -2.20  2.37  -0.01  0.134
H  0.10  2.91  -0.20  0.136
H  2.66  1.46  -0.01  0.117
H  3.69  -0.69  -0.47  0.109
H  3.00  -0.13  1.07  0.090
H  1.61  -2.33  -0.45  0.109
H  1.43  -1.96  1.23  0.117
H  -1.53  -1.96  -0.19  0.105
N  -3.39  -0.21  -0.07  -0.376
N  2.09  0.73  -0.45  -0.004
O  -4.03  0.34  0.82  0.068
O  -3.92  -1.07  -0.74  0.075

## Properties
**E_LUMO**: 0.02 eV
**HOMO level**: -8.38 eV
**SMILES**: O=[N+]([O-])c1ccc2c(c1)CCN2
**Multiplicity**: 1
**Orbital gap**: 0.3090 hartree



i is favored, and the nearest alternative lies 11.6 kJ/mol above it.